27
Properties=species:S:1:pos:R:3:forces:R:3 method="wB97M-V/def2-TZVPD" total_charge=+1 lumo_ev=-3.314 total_energy_ev=-13117.894 multiplicity=1 homo_lumo_gap_ev=9.14 homo_ha=-0.4578 de_lowest_ev=5.9625
C 0.618983 2.460240 3.935749 -5.7692 -2.4423 -3.5173
C -0.344955 1.840517 3.265197 3.8606 4.2267 3.1924
C -1.735360 1.408832 2.523594 1.8216 -0.7250 1.1339
C -1.394096 0.302642 1.387624 -0.9716 -0.2311 -0.0404
C -0.927772 0.919981 -0.030696 0.6058 0.6273 0.0970
C 0.237271 0.033583 -0.780638 0.3142 3.1749 -0.2102
C 0.157628 0.201333 -2.383929 -1.0513 0.0763 -0.2915
O 1.145094 -0.559987 -3.139258 0.4387 -0.2907 1.7368
C 1.994481 -1.372070 -2.287735 0.2193 -0.3433 0.3764
C 1.016945 -2.294493 -1.367621 1.0627 -0.7458 -1.6408
N 0.190445 -1.423932 -0.409880 0.7343 -0.5057 0.1733
H 1.262078 3.219416 4.535209 -1.2700 -2.1330 -1.4381
H -2.287501 2.342473 2.122195 1.0491 -1.6145 0.7227
H -2.348619 0.868002 3.357117 0.9521 1.1958 -1.6226
H -2.371019 -0.303721 1.190929 1.6936 0.9457 0.4383
H -0.626635 -0.427460 1.867855 -1.2061 1.3508 -0.8856
H -0.450587 1.967717 0.168998 -0.7332 -1.9531 -0.3882
H -1.829716 1.136567 -0.736016 1.5388 -0.7172 1.2547
H 1.239060 0.501946 -0.405175 -1.7248 -1.3321 -0.6331
H 0.241776 1.305689 -2.734679 -0.0645 -1.7886 1.0903
H -0.892600 -0.155205 -2.742313 1.6483 0.5089 0.6855
H 2.735873 -0.726807 -1.654302 -1.4592 -1.0898 -0.9351
H 2.685183 -2.040769 -2.950407 -1.6535 1.1316 1.1047
H 1.642089 -3.081003 -0.777452 -1.4083 1.4279 -0.9720
H 0.246113 -2.782972 -2.075931 1.5071 0.5762 1.1674
H 0.594306 -1.609185 0.537044 -0.7760 0.6022 -0.7540
H -0.798466 -1.731336 -0.415480 0.6416 0.0680 0.1557

---

41
Properties=species:S:1:pos:R:3:forces:R:3 method="wB97M-V/def2-TZVPD" total_charge=0 lumo_ev=0.272 total_energy_ev=-37990.467 multiplicity=1 homo_lumo_gap_ev=9.12 homo_ha=-0.3251 de_lowest_ev=2.0501
C 1.185601 -2.352415 4.491155 3.1466 -1.7255 -1.7782
C 0.365450 -3.176787 3.529820 -1.7668 -1.8035 0.2768
C -0.149874 -4.471705 3.927834 0.2099 0.6248 -0.2334
C -0.998520 -5.224635 3.098065 0.4056 1.9154 -0.3636
F -1.589989 -6.371716 3.569971 0.7665 1.1806 -0.7937
C -1.302837 -4.648868 1.856413 -0.4885 -0.2889 -0.8908
C -0.850172 -3.370127 1.421252 -1.0560 -2.5903 1.2304
C -0.070976 -2.668411 2.283265 1.0952 0.3606 1.6451
C 0.127258 -1.280923 1.930048 -0.0089 1.6490 -0.2167
N 0.377597 -0.904693 0.713552 -0.0361 -0.8451 -0.0163
C 0.223198 0.437649 0.524376 -0.9112 -0.0194 -1.1969
C 0.472990 1.100650 -0.844811 0.9376 -2.3969 -0.6471
C 1.059452 2.457363 -0.712614 -0.5252 1.3068 -0.4178
C 1.658947 2.966419 -2.013942 -0.5521 -1.9631 -1.8811
C 0.655825 2.971148 -3.242740 -2.2114 -0.6841 0.2903
N -0.509898 3.896336 -3.403638 0.3698 -0.1723 2.4963
C -1.570873 3.300372 -4.067827 1.9990 2.1053 -4.9021
O -2.189309 3.957837 -4.900804 -1.6796 0.0438 1.2583
N -1.329540 1.986344 -4.233372 1.2158 -0.8369 3.4249
C -0.219699 1.658449 -3.333403 0.8052 -0.3915 0.7970
C -0.688075 1.238545 -1.887230 -0.8470 -2.2598 0.1264
C -0.202104 1.086356 1.602560 0.2732 0.1778 1.8737
S -0.354712 0.047619 3.042801 0.5740 0.2569 -2.5837
H 1.506802 -2.976225 5.306411 -0.0588 -0.4049 0.4727
H 2.216875 -2.090770 3.981806 -2.1219 0.0326 0.8633
H 0.719406 -1.523040 4.915427 -0.7439 1.5021 0.3407
H 0.017621 -4.901332 4.917072 0.3323 0.3835 -0.1496
H -1.964334 -5.156592 1.167364 -0.1255 -0.2747 0.1499
H -1.245108 -2.892173 0.538832 0.1178 -0.2738 -0.1851
H 1.296277 0.369147 -1.196384 -1.1408 1.1580 -0.2614
H 1.755548 2.421694 0.072984 1.4149 0.2495 0.9039
H 0.288656 3.158935 -0.377630 -0.1225 0.0349 -0.0460
H 2.486093 2.214262 -2.319452 -1.1260 1.3236 0.3106
H 2.062371 3.944696 -1.995722 0.6758 0.9421 0.5064
H 1.191335 3.047873 -4.172914 0.7540 -0.0026 -0.3320
H -0.446767 4.885226 -3.583029 0.1720 -0.0986 0.0045
H -1.590377 1.402742 -4.987596 -0.5535 0.0180 -0.5416
H 0.440309 0.982589 -3.845248 0.0215 -1.1106 0.2162
H -1.340064 2.022611 -1.531288 -0.1437 0.5292 0.1409
H -1.411805 0.320120 -1.843476 1.5743 1.3013 -0.5834
H -0.082576 2.135432 1.602109 -0.6418 1.0469 0.6920

---

204
Properties=species:S:1:pos:R:3:forces:R:3 method="wB97M-V/def2-TZVPD" total_charge=0 lumo_ev=0.524 total_energy_ev=-101213.850 multiplicity=1 homo_lumo_gap_ev=8.72 homo_ha=-0.3013 de_lowest_ev=3.5224
C 12.454435 9.843165 14.310400 0.2138 0.0131 0.0619
O 11.605485 9.724305 15.441260 1.0027 -0.6121 -0.6544
C 10.418545 10.465285 15.313450 0.5269 0.0203 1.0201
C 9.872755 10.664885 16.757730 -0.0130 1.3108 -0.0163
N 10.504705 11.833015 17.483200 -0.0705 -0.0353 -1.0656
C 11.953695 11.811825 17.593470 1.1717 -0.5066 -0.5326
C 12.521845 12.862515 18.544610 0.4415 0.3004 0.2680
O 13.981885 12.886855 18.612680 -1.0124 -0.5231 -1.4731
C 14.586055 13.964345 19.295790 -1.0821 -0.1764 1.1043
H 13.362075 9.245915 14.397480 -0.2006 -0.2223 0.5861
H 12.803775 10.869435 14.197090 -0.1643 0.3119 -0.0973
H 11.996905 9.511855 13.378200 -0.4230 0.0750 -0.0796
H 9.731095 9.974715 14.624350 -0.4488 -0.4878 0.3286
H 10.638885 11.390895 14.781660 -0.0187 0.6367 0.4807
H 9.917335 9.775405 17.386170 0.5074 -0.4679 -0.4164
H 8.803245 10.797715 16.594570 -0.1187 0.7001 0.4264
H 10.085825 12.189275 18.330390 -0.4830 -0.6328 -0.1166
H 12.393595 11.969835 16.608770 0.0202 0.1483 -0.1685
H 12.351265 10.843175 17.896360 -0.0602 -0.3528 0.2174
H 12.127165 12.610615 19.528930 0.0049 0.3042 0.4245
H 12.125475 13.824255 18.218940 0.1393 0.3572 0.1711
H 15.673465 13.899385 19.257960 -0.1399 -0.2812 -0.2606
H 14.254565 13.874895 20.330300 0.3725 0.1037 0.5045
H 14.269525 14.972005 19.026490 -0.1059 0.0599 -0.7311
C 23.168845 17.092715 21.212340 -0.9251 -0.2259 0.1284
O 21.885295 16.953305 20.582610 0.1476 -0.7085 -1.0691
C 21.866635 16.035365 19.418140 -0.3785 0.6245 1.2596
C 20.413745 15.854845 18.893940 1.3036 -0.3218 0.2809
N 20.426175 14.767545 17.903550 -0.2052 0.8693 -0.5728
C 19.086645 14.528895 17.308930 0.7997 0.0765 1.2698
C 19.121405 13.259915 16.507830 -0.2270 -0.5182 0.3819
O 17.821815 12.969455 16.029030 0.7245 0.3490 -0.5098
C 17.819435 11.668755 15.504050 -1.4762 -0.4161 0.2031
H 23.902845 17.524595 20.532030 0.1604 -0.1916 0.0181
H 23.482565 16.162205 21.685430 0.3244 -0.4545 -0.5806
H 23.062245 17.723215 22.095070 -0.3184 0.5011 -0.3322
H 22.290945 15.082215 19.733700 -0.0769 -0.2693 0.1401
H 22.503375 16.388025 18.606790 0.0253 0.3467 -0.0107
H 20.125105 16.819745 18.477090 -0.3906 -0.1907 -0.1791
H 19.751465 15.539745 19.700290 -0.1566 0.5786 0.4189
H 20.692395 13.955525 18.441940 -0.0145 -0.3936 -0.1800
H 18.723135 15.417145 16.792240 0.3427 -0.0891 -0.4179
H 18.385725 14.387955 18.131690 -0.5043 -0.1400 0.1085
H 19.412605 12.412605 17.128620 0.0158 -0.0550 0.8195
H 19.933425 13.204125 15.782830 -0.2555 0.6465 -0.8572
H 18.558145 11.523955 14.715730 0.1081 -0.1216 0.0780
H 16.814395 11.448405 15.144270 0.0029 0.4180 -0.5732
H 17.860105 10.935775 16.309770 0.9020 -0.1841 0.1909
C 24.626175 15.294655 11.088870 -0.5108 0.4742 -0.1390
O 23.433365 16.007665 11.310040 -1.0331 -0.3681 0.8660
C 22.810425 15.775595 12.587420 0.6509 0.4346 0.1952
C 21.337705 15.967865 12.410350 -1.0194 -0.3298 -0.6458
N 21.037095 17.285925 11.832470 0.1886 0.2300 1.2358
C 21.472465 18.433245 12.720350 -0.1638 -1.2476 -1.8235
C 20.788175 18.454395 14.059670 1.3587 0.1321 0.6739
O 21.219655 19.681685 14.665540 -1.4176 0.5508 -0.0836
C 20.485755 19.986715 15.860280 0.3436 -0.4355 -0.6156
H 24.487175 14.227425 10.916230 -0.3112 -0.1993 0.0449
H 25.253025 15.412105 11.972820 0.6631 0.1633 -0.3660
H 24.942285 15.752735 10.151680 0.9488 -0.2135 0.2938
H 23.114055 16.546895 13.295240 0.5350 0.1665 0.0618
H 23.141215 14.845295 13.049170 -0.2879 -0.4067 -0.3136
H 20.736155 15.790775 13.301910 0.2884 0.0371 0.2727
H 20.966715 15.264385 11.664980 0.0129 -0.2863 0.0077
H 21.686325 17.265655 11.059050 -0.1594 0.6539 -0.5484
H 21.227845 19.310425 12.121330 -0.0789 0.2417 0.4156
H 22.559055 18.391725 12.795890 0.0777 0.3617 0.4864
H 21.143085 17.680415 14.740180 0.3281 -0.5585 -0.0950
H 19.727565 18.213055 13.989230 -0.4907 0.9462 -0.1312
H 20.660285 21.003165 16.213070 0.5335 -0.0629 -0.2338
H 20.819575 19.254035 16.595030 -0.3848 0.0504 0.5169
H 19.411665 19.942335 15.680170 -0.1649 -0.3474 0.0248
C 14.219805 19.812635 23.167600 0.5483 -0.5605 -0.9217
O 13.871865 18.598485 23.762240 -1.6954 0.2903 -0.0422
C 14.780295 18.029285 24.633390 1.1012 0.1144 0.4259
C 14.349485 16.632435 25.059880 -0.0742 -0.1563 0.8609
N 14.448695 15.568365 24.100230 -1.0674 0.4592 -1.4442
C 13.539165 15.788905 22.945500 -1.0558 -0.6049 0.7547
C 12.027055 15.854405 23.355220 0.9806 0.1447 -0.3702
O 11.643435 14.770495 24.149850 1.1234 -0.7934 0.8455
C 10.266295 14.619205 24.203100 -0.3794 0.0754 -0.5681
H 14.979005 19.627675 22.407670 0.4089 -0.1338 -0.2616
H 14.673985 20.562275 23.815560 -0.5171 0.1524 0.4943
H 13.350135 20.137915 22.596670 -0.0542 0.4032 0.4437
H 14.926105 18.658945 25.511100 -0.2448 0.2225 0.4942
H 15.755415 18.067635 24.147830 0.4830 -0.5873 -0.1807
H 13.347225 16.688035 25.484720 -0.1949 0.0498 -0.1276
H 14.948455 16.228805 25.876230 0.3571 0.7512 0.3729
H 15.398985 15.676525 23.775670 0.1478 -0.6151 -0.2981
H 13.597765 14.941875 22.261980 0.3537 -0.0698 0.0160
H 13.768955 16.709045 22.408250 -0.1015 0.0140 -0.1998
H 11.421865 15.822455 22.449220 0.0390 0.2334 -0.4401
H 11.800815 16.787495 23.871230 -0.0206 0.2587 0.0735
H 9.935655 14.224525 23.242360 -0.4228 0.1480 -0.3326
H 9.823015 15.599115 24.380220 -0.5199 -0.0003 0.1344
H 9.927805 13.889265 24.938430 0.4717 0.1833 0.3115
C 18.792045 22.392775 18.634400 -0.0094 -0.8895 -0.1122
O 18.635085 23.175675 17.478800 -0.8222 0.1197 -0.5251
C 17.523445 22.753285 16.633320 0.5437 0.7863 -0.2662
C 17.367605 23.764985 15.465630 0.8307 -0.9646 1.1294
N 18.549905 23.715995 14.604120 -0.5744 1.2470 -1.4057
C 18.588855 24.894445 13.637460 -0.2703 -1.2970 1.4442
C 17.367465 24.857505 12.710860 0.9314 0.3673 -1.5811
O 17.033505 26.181845 12.250810 -0.8643 -0.3108 0.7149
C 15.916545 26.764195 12.949910 0.6213 -0.0847 -0.6036
H 17.924895 22.372695 19.294500 -0.2961 0.4159 0.0405
H 19.671835 22.673135 19.213600 -0.0551 0.4727 -0.2503
H 18.944905 21.348295 18.362780 0.0926 -0.3723 -0.1713
H 16.587955 22.684885 17.188550 -0.0059 0.1345 0.3069
H 17.718625 21.762085 16.224010 0.2165 -0.2048 -0.0175
H 17.169225 24.737095 15.917020 0.1496 0.4229 0.0341
H 16.468415 23.500345 14.909280 0.0633 -0.1655 -0.0335
H 19.411675 23.653955 15.127180 -0.1164 0.1677 0.2270
H 19.516755 24.872745 13.065940 -0.1137 -0.4256 -0.1680
H 18.666135 25.852355 14.151800 -0.5148 0.2115 0.3442
H 16.516665 24.223755 12.961050 -0.2289 0.5787 0.9218
H 17.686535 24.325015 11.814900 0.2362 0.1397 -0.2876
H 16.137625 26.939195 14.002810 -0.0325 -0.2617 0.1886
H 15.023825 26.155255 12.807320 -0.0569 -0.1799 0.2576
H 15.700925 27.737745 12.509670 0.2393 -0.0384 -0.1604
C 20.544335 19.756925 22.223880 0.0385 0.1594 0.2352
O 20.036395 20.443195 23.347770 -1.2004 0.0542 0.1886
C 18.630485 20.232435 23.506630 -0.2310 1.4248 1.1693
C 18.106105 20.900015 24.806090 0.1197 -1.7504 -1.2004
N 18.664205 20.233955 25.943340 0.3524 0.6445 1.4101
C 17.999545 20.639195 27.193650 1.2004 -0.9777 0.4820
C 18.901425 20.310695 28.424900 -0.2700 0.5392 -1.8758
O 19.976105 21.273015 28.419300 -0.4208 -0.1989 0.7314
C 20.711455 21.274425 29.631390 0.1551 0.3558 0.3461
H 21.535715 20.154505 22.006650 0.0262 -0.1061 0.1132
H 19.916935 19.935515 21.350620 -0.1079 -0.1805 -0.1762
H 20.601295 18.695195 22.463850 0.0511 -0.2254 -0.3630
H 18.309315 19.192655 23.568350 0.5210 -0.4080 -0.1470
H 18.017645 20.716975 22.746540 0.3604 -0.0160 -0.8278
H 17.068465 20.566535 24.819770 -0.4672 0.4172 -0.1455
H 18.120725 21.988815 24.757250 0.3439 0.2192 0.1955
H 19.650505 20.412895 26.067020 0.2285 0.2013 -0.3633
H 17.082125 20.051645 27.228550 -0.2437 0.1982 0.3677
H 17.789705 21.704625 27.288160 -0.1959 0.2390 -0.3145
H 19.359635 19.334465 28.266410 -0.2090 -0.3280 0.3489
H 18.221735 20.332955 29.276740 0.5207 0.1611 0.5343
H 20.177595 21.748445 30.455040 -0.6173 -0.2356 0.0947
H 21.602175 21.900945 29.584560 0.0700 -0.0877 -0.7893
H 21.034575 20.282165 29.946220 -0.1055 -0.2311 -0.1060
C 14.019315 18.985105 12.752110 -1.2004 1.0147 0.1233
O 13.163665 19.161785 13.898420 0.2341 -1.4095 0.4844
C 13.798265 18.633145 15.085090 0.0799 -0.0943 0.6814
C 12.844115 18.497335 16.330550 0.7008 0.5428 -0.8534
N 12.386905 19.798955 16.803300 -0.2477 0.4887 -0.2099
C 11.260165 19.742555 17.759800 0.4973 1.5867 -0.3663
C 10.546865 21.132415 17.879280 -0.3463 -0.1865 -2.1079
O 9.992405 21.559245 16.586030 0.0682 -0.3951 0.5509
C 9.239325 22.771945 16.685250 0.2975 -0.7769 0.6998
H 14.388945 17.970965 12.600460 0.3946 0.0626 0.5547
H 14.743795 19.798555 12.791170 0.7415 -0.4825 -0.0504
H 13.424925 19.195885 11.863080 -0.3044 0.0617 0.1139
H 14.700915 19.222505 15.246220 -0.0780 0.5625 0.6214
H 14.255585 17.652395 14.954330 -0.4265 -0.4142 -0.5637
H 13.311905 18.000655 17.180590 0.5716 -0.1899 -0.2533
H 12.034225 17.834145 16.026620 -0.4273 0.0028 -0.1499
H 12.095815 20.279745 15.964130 -0.3434 0.4392 -0.0172
H 11.691645 19.635105 18.754980 -0.0789 -0.5847 0.1767
H 10.629545 18.893755 17.495290 -0.5444 0.1876 0.2882
H 11.253735 21.924485 18.126400 0.3354 -0.1820 0.4726
H 9.738445 21.112615 18.610140 0.0100 -0.1753 0.1785
H 9.852165 23.566205 17.111490 0.1756 0.2718 -0.2225
H 8.417675 22.625085 17.386270 -0.2999 -0.0181 0.0496
H 8.820745 23.053565 15.719030 0.3376 -0.1794 -0.0099
C 19.320705 14.995325 23.390000 0.9440 0.5921 -0.6817
C 18.118605 15.716965 22.823750 0.9545 -1.6549 -0.1773
C 17.386525 14.845235 21.795860 0.0181 0.8236 -0.0963
O 17.293065 15.846975 23.935760 -1.6328 0.5506 0.7203
H 20.146955 14.935325 22.681620 0.0246 -0.2656 -0.1971
H 19.029665 14.007715 23.747810 0.1194 0.1412 0.1260
H 19.692365 15.648115 24.179830 0.1924 -0.3544 0.4120
H 18.401545 16.702995 22.455240 -0.0440 0.0371 -0.4745
H 17.217565 13.820945 22.128100 -0.1744 0.1864 0.4418
H 17.939945 14.737245 20.863030 0.1672 0.3214 -0.0314
H 16.447145 15.353225 21.577670 -0.2413 -0.3006 -0.1907
H 17.749345 16.334055 24.625810 0.0797 0.0692 0.0693
C 16.961755 17.865075 17.582370 0.9341 -0.4132 -0.6728
C 16.655675 17.601705 19.031740 -0.6799 1.5413 0.2058
C 17.511175 18.450445 19.958230 0.0036 -0.3252 0.0662
O 15.302525 17.952555 19.249400 -1.0069 -0.5043 0.3573
H 16.452895 18.727215 17.151230 -0.7409 -0.1751 0.2330
H 16.766105 16.951935 17.020250 -0.0450 0.3455 -0.4282
H 17.983455 18.201375 17.405960 0.4917 -0.5889 0.1535
H 16.675145 16.544035 19.294550 0.5655 -0.0618 -0.0435
H 17.067765 18.448835 20.953970 0.4092 -0.5436 0.3037
H 17.514145 19.514475 19.721700 -0.0110 0.0247 -0.6682
H 18.525405 18.059205 19.878400 0.2259 0.2030 0.6313
H 15.110515 18.711215 18.693370 -0.0702 0.4186 -0.1433
C 17.221395 15.973055 14.193920 0.9415 -0.1273 0.1459
O 16.876165 17.319485 14.371910 -0.6687 0.7370 0.2404
H 16.934605 15.590165 13.214510 -0.2328 -0.1998 0.0835
H 18.303515 15.887125 14.292490 0.3042 -0.3057 -0.1730
H 16.821485 15.389415 15.023100 -0.3656 0.0067 -0.2607
H 17.255785 17.862275 13.677010 0.0749 -0.1122 -0.1210
C 14.473265 20.813005 19.753130 -1.6476 -0.7281 -0.1467
O 14.741005 20.713615 18.348090 1.5481 0.3152 1.1439
H 13.719285 21.566955 19.979340 0.2831 0.5807 -0.0916
H 13.981155 19.897185 20.080550 0.0452 -0.3241 0.0991
H 15.318045 20.904275 20.435850 0.4628 0.3318 -0.7927
H 13.925035 20.709195 17.842350 -0.8194 -0.2516 -0.3056